Record 1
Density functional theory data (ωB97M-V/def2-TZVPD) for a cluster of 4 separate species, C3H8S2 in total.

ORCA input file:
```
! RIJCOSX wB97M-V def2-TZVPD def2/J DEFGRID3
* xyz 0 1
C -2.89 -0.18 0.45
C -0.01 -0.74 0.43
C 2.41 0.90 0.44
H -3.83 -0.04 -0.18
H -2.59 -1.34 0.08
H -2.80 0.33 1.40
H -0.04 -1.73 0.31
H 0.28 -0.31 1.53
H 2.84 1.65 -0.97
H 1.32 1.75 1.28
H 3.65 0.42 1.37
S -1.43 0.53 -0.44
S 1.68 -0.57 -0.35
*
```

Properties
* HOMO level: -8.4 eV
* energy relative to the best compared isomer or geometry (same formula, charge and spin): 215.1 kcal/mol
* frontier orbital gap: 8.2 eV
* LUMO energy: -0.215 eV

Here are the natural (NBO) charges for atoms 1 to 4, given in e: number 1, C, carries -0.77; number 2, C, carries -0.56; number 3, C, carries -0.88; number 4, H, carries 0.24

---

Record 2
Density functional theory data (ωB97M-V/def2-TZVPD) for a structure of composition C4H7NO.

ORCA input file:
```
! RIJCOSX wB97M-V def2-TZVPD def2/J DEFGRID3
* xyz 0 1
C 1.96 -0.14 0.52
C 0.65 0.43 0.66
O 0.29 1.51 1.07
C -0.38 -0.45 -0.35
C -1.78 -0.12 -0.05
N -1.24 0.23 -1.34
H 1.25 -0.07 -0.63
H 2.02 -1.22 0.44
H 2.83 0.36 1.00
H -0.16 -1.50 -0.62
H -1.90 0.67 0.70
H -2.52 -0.92 -0.04
H -1.00 1.22 -1.35
*
```

Properties
* HOMO level: -9.7 eV
* energy relative to the best compared isomer or geometry (same formula, charge and spin): 106.6 kcal/mol
* frontier orbital gap: 10.5 eV
* LUMO energy: 0.877 eV

Here are the natural (NBO) charges for atoms 1 to 4, given in e: number 1, C, carries -0.65; number 2, C, carries 0.50; number 3, O, carries -0.59; number 4, C, carries -0.28

---

Record 3
Density functional theory data (ωB97M-V/def2-TZVPD) for the molecule C4H10N2O.

ORCA input file:
```
! RIJCOSX wB97M-V def2-TZVPD def2/J DEFGRID3
* xyz 0 1
C -2.05 -0.47 -0.21
N -0.75 -0.36 0.46
C -0.81 0.85 1.29
C 0.28 -0.33 -0.57
C 1.68 -0.36 0.07
N 2.67 -0.11 -0.90
O 1.93 -0.90 1.10
H -2.01 -1.15 -1.07
H -2.38 0.46 -0.72
H -2.81 -0.80 0.49
H -1.82 1.13 1.58
H -0.18 0.74 2.17
H -0.42 1.71 0.71
H 0.17 -1.26 -1.12
H 0.25 0.56 -1.20
H 3.56 -0.45 -0.61
H 2.68 0.74 -1.46
*
```

Properties
* HOMO level: -8.8 eV
* energy relative to the best compared isomer or geometry (same formula, charge and spin): 36.2 kcal/mol
* structure (SMILES): CN(C)CC(N)=O
* frontier orbital gap: 9.7 eV
* LUMO energy: 0.878 eV

Here are the natural (NBO) charges for atoms 1 to 4, given in e: number 1, C, carries -0.42; number 2, N, carries -0.42; number 3, C, carries -0.42; number 4, C, carries -0.32

---

Record 4
Density functional theory data (ωB97M-V/def2-TZVPD) for a structure of composition C51H56AsBrN7O2S3Zr.

ORCA input file:
```
! RIJCOSX wB97M-V def2-TZVPD def2/J DEFGRID3
* xyz 3 1
Zr -1.21 1.20 1.46
Br 4.18 -1.51 6.36
C 2.68 -1.21 5.33
C 2.09 -2.32 4.57
C 1.14 -2.15 3.59
C 0.65 -0.85 3.34
O -0.31 -0.58 2.49
C 1.22 0.28 4.11
C 0.86 1.65 3.82
N -0.23 2.17 3.28
C -0.95 3.27 3.67
C -0.39 4.27 4.52
C -1.21 5.34 4.80
C -2.60 5.41 4.40
C -3.20 4.31 3.71
C -4.43 4.50 3.00
C -4.86 3.50 2.14
C -4.08 2.36 1.91
N -2.80 2.28 2.38
C -2.31 3.33 3.20
C 2.26 0.08 5.03
H 2.34 -3.37 4.83
H 0.72 -2.98 2.99
H 1.69 2.33 3.90
H 0.61 4.16 4.97
H -0.86 6.22 5.34
H -3.11 6.31 4.68
H -5.04 5.37 3.20
H -5.84 3.60 1.71
H -4.47 1.59 1.27
H 2.86 0.92 5.40
S 0.13 3.22 0.45
C -0.19 3.00 -1.26
N 0.76 3.48 -2.14
C 0.35 3.87 -3.52
C -1.21 3.97 -3.58
N -1.81 2.72 -3.09
C -2.70 1.94 -3.95
C -4.16 2.36 -3.77
C -4.48 3.73 -3.69
C -5.74 4.18 -3.99
C -6.72 3.19 -4.33
C -6.41 1.85 -4.24
C -5.15 1.41 -3.88
C -1.47 2.44 -1.81
S -2.53 1.43 -0.88
C 2.23 3.15 -1.94
C 3.24 4.23 -2.26
C 4.19 3.90 -3.26
C 5.02 4.87 -3.76
C 5.01 6.15 -3.17
C 4.11 6.45 -2.18
C 3.24 5.47 -1.69
H 0.69 3.21 -4.28
H 0.80 4.82 -3.72
H -1.53 4.08 -4.61
H -1.50 4.82 -2.96
H -2.65 0.89 -3.61
H -2.30 1.98 -4.96
H -3.66 4.42 -3.46
H -6.06 5.21 -4.06
H -7.71 3.54 -4.64
H -7.25 1.10 -4.36
H -4.94 0.37 -3.75
H 2.46 2.24 -2.59
H 2.28 2.86 -0.86
H 4.10 2.94 -3.72
H 5.73 4.73 -4.63
H 5.74 6.87 -3.63
H 3.93 7.44 -1.87
H 2.50 5.77 -0.91
O 0.00 -0.22 0.03
H -0.53 -0.29 -0.75
H 0.03 -1.18 0.25
C -2.16 -8.49 -0.32
C -0.76 -8.70 0.20
As 0.53 -7.26 -0.47
C 2.06 -7.81 0.64
C 3.24 -6.88 0.26
C 1.30 -8.10 -2.10
C 0.35 -7.78 -3.25
H -2.85 -9.08 0.27
H -2.22 -8.93 -1.33
H -2.52 -7.41 -0.32
H -0.35 -9.68 -0.12
H -0.78 -8.57 1.29
H 2.30 -8.92 0.60
H 1.62 -7.57 1.64
H 3.73 -7.21 -0.68
H 4.03 -6.85 1.01
H 2.92 -5.84 0.06
H 1.43 -9.16 -2.02
H 2.23 -7.61 -2.25
H -0.62 -8.24 -3.20
H 0.79 -7.99 -4.25
H 0.26 -6.68 -3.31
C 7.05 1.99 -0.33
N 6.82 1.80 1.12
C 7.13 2.69 2.22
C 6.45 2.25 3.26
N 5.63 1.23 2.84
C 5.82 0.94 1.48
S 5.15 -0.22 0.45
H 7.85 2.77 -0.40
H 6.19 2.26 -0.92
H 7.46 1.09 -0.77
H 7.80 3.55 2.07
H 6.47 2.61 4.30
H 5.01 0.67 3.46
N -2.81 -0.52 1.57
C -3.05 -1.67 1.50
C -3.45 -2.99 1.04
C -4.39 -3.05 0.04
C -4.98 -4.23 -0.38
C -4.67 -5.42 0.27
C -3.58 -5.40 1.12
C -2.95 -4.25 1.54
H -4.70 -2.13 -0.47
H -5.61 -4.32 -1.29
H -5.16 -6.38 -0.09
H -3.19 -6.32 1.55
H -2.10 -4.35 2.12
*
```

Properties
* HOMO level: -12.8 eV
* energy relative to the best compared isomer or geometry (same formula, charge and spin): 146.9 kcal/mol
* frontier orbital gap: 3.0 eV
* LUMO energy: -9.775 eV

Here are the Löwdin charges for atoms 1 to 4, given in e: number 1, Zr, carries 1.51; number 2, Br, carries 0.85; number 3, C, carries -0.69; number 4, C, carries -0.04

---

Record 5
Density functional theory data (ωB97M-V/def2-TZVPD) for the molecule C2H5NO3S3.

ORCA input file:
```
! RIJCOSX wB97M-V def2-TZVPD def2/J DEFGRID3
* xyz 0 1
C -0.96 -0.16 0.25
C -0.19 0.20 -0.97
N 1.10 0.71 -0.61
O 0.15 0.27 2.55
O -1.38 -1.55 2.32
O 0.96 -1.69 1.35
S -2.44 0.57 0.47
S -3.59 0.89 2.02
S -0.12 -0.81 1.64
H -0.83 0.93 -1.50
H -0.01 -0.76 -1.49
H 1.62 -0.16 -0.37
H 1.23 1.46 0.12
H -1.87 -0.91 2.72
*
```

Properties
* HOMO level (spin up / spin down): -9.5 / -9.5 eV
* energy relative to the best compared isomer or geometry (same formula, charge and spin): 8.6 kcal/mol
* frontier orbital gap (spin up / spin down): 7.5 / 7.5 eV
* LUMO energy (spin up / spin down): -2.004 / -2.004 eV

Here are the natural (NBO) charges for atoms 1 to 4, given in e: number 1, C, carries -0.57; number 2, C, carries -0.27; number 3, N, carries -0.82; number 4, O, carries -0.93

---

Record 6
Density functional theory data (ωB97M-V/def2-TZVPD) for the molecule C5H6Cl2O.

ORCA input file:
```
! RIJCOSX wB97M-V def2-TZVPD def2/J DEFGRID3
* xyz 0 1
C 0.14 -0.22 -1.45
C 0.65 -1.28 -0.52
C 0.69 -1.14 0.91
C 0.61 0.23 1.44
C -0.42 1.01 1.59
H -0.64 -0.55 -2.23
H -0.44 0.49 -0.86
H 1.26 -1.96 -1.07
H 1.32 -1.75 1.47
H 1.55 0.60 1.80
H -0.16 2.03 1.97
O -0.37 -1.78 0.26
Cl 1.42 0.76 -2.08
Cl -2.01 0.64 1.19
*
```

Properties
* HOMO level: -9.6 eV
* energy relative to the best compared isomer or geometry (same formula, charge and spin): 39.7 kcal/mol
* structure (SMILES): Cl/C=C\[C@H]1O[C@H]1CCl
* frontier orbital gap: 10.4 eV
* LUMO energy: 0.839 eV

Here are the natural (NBO) charges for atoms 1 to 4, given in e: number 1, C, carries -0.43; number 2, C, carries 0.06; number 3, C, carries 0.02; number 4, C, carries -0.24

---

Record 7
Density functional theory data (ωB97M-V/def2-TZVPD) for a structure of composition C4H7NO2.

ORCA input file:
```
! RIJCOSX wB97M-V def2-TZVPD def2/J DEFGRID3
* xyz 0 1
C -1.38 -1.02 0.11
C -0.35 -0.47 -0.86
C 0.00 1.43 0.04
N 0.99 1.21 0.89
C 1.94 -0.52 0.40
O 2.67 -1.27 0.88
O 0.77 -1.04 -0.93
H -1.01 -0.94 1.14
H -1.55 -2.08 -0.11
H -2.34 -0.48 0.03
H -0.70 0.06 -1.75
H -1.01 1.38 0.44
H 0.15 2.04 -0.85
H 1.84 1.67 0.58
*
```

Properties
* HOMO level: -9.5 eV
* energy relative to the best compared isomer or geometry (same formula, charge and spin): 101.3 kcal/mol
* frontier orbital gap: 9.8 eV
* LUMO energy: 0.292 eV

Here are the natural (NBO) charges for atoms 1 to 4, given in e: number 1, C, carries -0.70; number 2, C, carries 0.30; number 3, C, carries -0.22; number 4, N, carries -0.58

---

Record 8
Density functional theory data (ωB97M-V/def2-TZVPD) for the molecule CH4INOS.

ORCA input file:
```
! RIJCOSX wB97M-V def2-TZVPD def2/J DEFGRID3
* xyz 0 1
C -0.10 -0.55 0.57
N 0.37 1.27 -1.46
O 1.04 1.93 0.99
S 0.89 0.89 0.01
I 3.19 -0.16 -0.07
H -0.97 -0.66 -0.12
H 0.31 -1.51 0.42
H -0.42 -0.65 1.64
H 0.42 2.32 -1.65
*
```

Properties
* HOMO level: -9.6 eV
* energy relative to the best compared isomer or geometry (same formula, charge and spin): 26.0 kcal/mol
* structure (SMILES): C[S@@](=N)(=O)I
* frontier orbital gap: 8.4 eV
* LUMO energy: -1.185 eV

Here are the natural (NBO) charges for atoms 1 to 4, given in e: number 1, C, carries -0.86; number 2, N, carries -1.07; number 3, O, carries -0.89; number 4, S, carries 1.77

---

Record 9
Density functional theory data (ωB97M-V/def2-TZVPD) for a cluster of 2 separate species, C2H9N2 in total.

ORCA input file:
```
! RIJCOSX wB97M-V def2-TZVPD def2/J DEFGRID3
* xyz 1 1
N 0.85 1.26 1.20
H 0.32 0.34 1.01
H 0.84 1.49 2.19
H 1.82 1.15 0.90
H 0.40 2.01 0.67
C -0.76 -0.17 -1.72
C -0.08 -0.89 -0.86
N -0.46 -1.08 0.52
H -1.65 0.38 -1.43
H -0.39 0.00 -2.72
H 0.79 -1.45 -1.15
H -0.20 -2.02 0.80
H -1.48 -1.03 0.58
*
```

Properties
* HOMO level: -13.6 eV
* energy relative to the best compared isomer or geometry (same formula, charge and spin): 13.5 kcal/mol
* frontier orbital gap: 10.0 eV
* LUMO energy: -3.643 eV

Here are the natural (NBO) charges for atoms 1 to 4, given in e: number 1, N, carries -0.90; number 2, H, carries 0.47; number 3, H, carries 0.44; number 4, H, carries 0.44

---

Record 10
Density functional theory data (ωB97M-V/def2-TZVPD) for a cluster of 7 separate species, C24H64F2N12O10P3S2 in total.

ORCA input file:
```
! RIJCOSX wB97M-V def2-TZVPD def2/J DEFGRID3
* xyz -2 2
N -1.62 1.26 -0.54
H -2.02 2.11 -0.17
H -1.88 0.49 0.06
H -0.67 1.52 -0.76
H -2.09 1.16 -1.43
N -2.90 1.19 -2.81
S -3.64 -0.38 -2.91
O -2.80 -1.49 -2.45
O -4.73 -0.66 -3.82
F -4.58 -0.09 -1.61
S -2.55 1.11 -4.27
O -3.55 1.64 -5.21
O -1.53 0.16 -4.76
F -1.59 2.44 -4.20
O -2.44 3.46 0.42
H -2.30 3.51 1.38
C -0.99 2.87 3.66
C -0.74 2.22 4.85
C 0.46 1.57 4.99
C 1.42 1.41 3.94
C 1.06 2.00 2.74
C -0.07 2.77 2.61
N 2.66 0.63 4.14
O 2.78 0.04 5.18
O 3.57 0.76 3.27
H -1.98 3.31 3.59
H -1.52 2.30 5.61
H 0.58 1.08 5.94
H 1.70 1.92 1.88
H -0.23 3.22 1.65
O -2.08 -0.45 1.71
P -2.89 -0.92 2.92
N -3.99 -2.18 2.45
C -5.23 -1.80 1.70
C -3.43 -3.44 1.93
N -3.91 0.27 3.62
C -4.91 0.05 4.63
C -4.38 1.32 2.72
N -1.91 -1.50 4.18
C -2.46 -2.28 5.23
C -0.45 -1.60 4.05
H -4.89 -1.66 0.68
H -5.69 -0.87 2.05
H -6.03 -2.53 1.73
H -2.82 -3.34 1.03
H -4.22 -4.19 1.94
H -2.81 -3.89 2.70
H -4.55 -0.64 5.38
H -5.27 0.98 5.08
H -5.85 -0.32 4.20
H -5.29 1.83 3.06
H -3.66 2.12 2.55
H -4.47 1.07 1.67
H -2.42 -1.60 6.08
H -3.46 -2.54 4.88
H -2.01 -3.26 5.37
H -0.14 -0.96 3.23
H -0.10 -2.60 3.79
H 0.09 -1.40 4.98
O 3.30 -2.35 -2.92
P 2.02 -3.13 -2.84
N 1.26 -3.04 -4.40
C 2.02 -3.43 -5.53
C 0.21 -2.05 -4.76
N 0.75 -2.66 -1.66
C -0.50 -3.42 -1.39
C 0.74 -1.29 -1.21
N 2.20 -4.81 -2.53
C 2.99 -5.24 -1.31
C 1.28 -5.75 -3.11
H 1.41 -3.63 -6.41
H 2.73 -4.24 -5.39
H 2.75 -2.64 -5.72
H -0.24 -2.38 -5.69
H 0.64 -1.07 -4.96
H -0.55 -2.07 -3.98
H -0.32 -4.46 -1.11
H -1.20 -3.02 -0.66
H -1.11 -3.55 -2.29
H -0.21 -0.86 -0.91
H 1.55 -1.24 -0.47
H 1.20 -0.71 -2.01
H 3.97 -4.78 -1.23
H 2.48 -5.01 -0.37
H 3.10 -6.32 -1.38
H 1.36 -6.79 -2.76
H 1.56 -5.93 -4.15
H 0.25 -5.41 -3.07
O 1.25 2.18 -0.74
P 2.50 2.90 -0.94
N 2.32 4.65 -0.87
C 1.45 5.28 0.17
C 2.95 5.56 -1.83
N 3.24 2.59 -2.41
C 4.67 2.89 -2.73
C 2.54 1.79 -3.45
N 3.76 2.38 0.18
C 4.15 0.92 0.23
C 4.60 3.34 0.85
H 1.46 4.68 1.07
H 0.43 5.35 -0.20
H 1.90 6.27 0.32
H 2.60 5.48 -2.86
H 4.04 5.50 -1.73
H 2.73 6.61 -1.63
H 5.12 2.01 -3.19
H 4.77 3.73 -3.42
H 5.16 3.00 -1.76
H 2.92 2.08 -4.43
H 2.59 0.70 -3.37
H 1.47 1.97 -3.47
H 3.27 0.28 0.32
H 4.72 0.57 -0.63
H 4.76 0.60 1.07
H 4.18 4.35 0.94
H 5.52 3.38 0.27
H 4.74 2.99 1.87
*
```

Properties
* HOMO level (spin up / spin down): 0.4 / -2.4 eV
* frontier orbital gap (spin up / spin down): 3.5 / 6.4 eV
* LUMO energy (spin up / spin down): 3.914 / 3.913 eV

Here are the Löwdin charges for atoms 1 to 4, given in e: number 1, N, carries 0.25; number 2, H, carries -0.03; number 3, H, carries 0.06; number 4, H, carries 0.07

---

Record 11
Density functional theory data (ωB97M-V/def2-TZVPD) for a cluster of 5 separate species, C18H26F13O8S in total.

ORCA input file:
```
! RIJCOSX wB97M-V def2-TZVPD def2/J DEFGRID3
* xyz 1 1
C -6.63 -2.88 -0.09
C -7.83 -3.92 -0.10
F -7.64 -4.72 -1.25
S -9.41 -2.98 -0.43
H -5.68 -3.44 -0.33
H -6.56 -2.47 0.96
H -6.79 -2.07 -0.86
H -7.87 -4.57 0.81
H -10.48 -3.57 0.22
H -9.26 -1.65 -0.07
C -0.79 -5.29 -0.93
C -0.21 -4.10 -0.20
O -1.10 -2.97 -0.28
C -2.11 -2.96 0.60
O -2.32 -3.80 1.42
C -2.94 -1.69 0.43
F -3.19 -1.41 -0.86
F -2.31 -0.62 0.93
F -4.13 -1.76 1.04
H -1.03 -5.03 -1.96
H -0.08 -6.12 -0.94
H -1.71 -5.64 -0.46
H 0.72 -3.80 -0.67
H 0.02 -4.34 0.84
C 1.29 0.78 -3.51
C 1.58 0.01 -4.79
O 2.27 -1.21 -4.51
C 1.50 -2.24 -4.12
O 0.31 -2.19 -3.99
C 2.35 -3.48 -3.89
F 3.48 -3.23 -3.21
F 2.73 -4.04 -5.05
F 1.70 -4.43 -3.21
H 2.21 0.94 -2.95
H 0.84 1.74 -3.74
H 0.61 0.22 -2.87
H 2.23 0.60 -5.43
H 0.66 -0.18 -5.36
C 0.21 -0.01 4.80
C 1.43 0.82 4.46
O 1.80 0.64 3.08
C 1.11 1.36 2.19
O 0.23 2.13 2.46
C 1.64 1.10 0.78
F 1.84 -0.20 0.53
F 2.81 1.72 0.57
F 0.80 1.54 -0.17
H 0.39 -1.06 4.55
H -0.02 0.07 5.87
H -0.66 0.31 4.23
H 2.28 0.49 5.05
H 1.27 1.88 4.68
C 3.92 4.23 1.27
C 5.10 5.10 0.91
O 4.67 6.41 0.50
C 4.39 7.27 1.48
O 4.48 7.02 2.65
C 3.99 8.62 0.90
F 3.12 8.50 -0.12
F 5.05 9.29 0.43
F 3.40 9.41 1.81
H 3.21 4.19 0.44
H 4.25 3.22 1.51
H 3.38 4.63 2.13
H 5.64 4.67 0.07
H 5.81 5.18 1.74
*
```

Properties
* HOMO level: -12.4 eV
* frontier orbital gap: 8.0 eV
* LUMO energy: -4.429 eV

Here are the natural (NBO) charges for atoms 1 to 4, given in e: number 1, C, carries -0.67; number 2, C, carries 0.13; number 3, F, carries -0.32; number 4, S, carries 0.32

---

Record 12
Density functional theory data (ωB97M-V/def2-TZVPD) for a cluster of 2 separate species, C4H10NS in total.

ORCA input file:
```
! RIJCOSX wB97M-V def2-TZVPD def2/J DEFGRID3
* xyz 1 1
C -1.08 -0.41 1.86
C -0.43 -1.12 0.67
C -0.15 0.25 1.00
C 1.16 0.49 -2.26
N -0.46 1.28 0.01
S 2.20 -0.59 -1.61
H -2.11 0.00 1.70
H -0.84 -0.63 2.86
H 0.27 -1.88 0.95
H -1.07 -1.12 -0.24
H 0.76 0.44 1.49
H 0.19 0.04 -2.35
H 1.39 1.57 -2.38
H 0.21 2.04 0.04
H -1.42 1.34 -0.34
H 1.37 -1.70 -1.39
*
```

Properties
* HOMO level: -13.0 eV
* energy relative to the best compared isomer or geometry (same formula, charge and spin): 91.8 kcal/mol
* frontier orbital gap: 6.5 eV
* LUMO energy: -6.461 eV

Here are the natural (NBO) charges for atoms 1 to 4, given in e: number 1, C, carries -0.40; number 2, C, carries -0.47; number 3, C, carries -0.09; number 4, C, carries -0.34

---

Number 1: energy -915.1342 Ha. Number 2: energy -286.4618 Ha. Number 3: energy -343.1437 Ha. Number 4: energy -8561.3076 Ha. Number 5: energy -1554.1546 Ha. Number 6: energy -1189.6639 Ha. Number 7: energy -361.7194 Ha. Number 8: energy -866.2913 Ha. Number 9: energy -190.8528 Ha. Number 10: energy -4382.4066 Ha. Number 11: energy -2999.5752 Ha. Number 12: energy -610.9569 Ha.